No. 1
The following is a DFT calculation (the ωB97M-V functional and the def2-TZVPD basis) of C6H10 in the gas phase.

Calculated values
SMILES: CC1=CCCC1
total energy: -234.6020 Ha
HOMO: -8.768 eV
multiplicity: 1

Last column: natural (NBO) charge in e.
Atoms and positions in Å:
H1 -2.321 -1.206 -0.247  0.21
H2 -2.214 1.483 0.331  0.21
C1 0.722 0.131 0.050  0.02
H3 2.554 -0.408 -0.890  0.22
C2 -1.503 0.856 -0.210  -0.43
H4 -1.740 0.935 -1.280  0.20
C3 -1.545 -0.612 0.248  -0.39
H5 -0.032 -1.581 -1.018  0.20
H6 0.315 2.243 0.007  0.21
H7 2.663 1.063 0.092  0.22
C4 -0.120 -1.128 -0.018  -0.44
H8 0.195 -1.888 0.707  0.21
H9 -1.747 -0.636 1.327  0.20
C5 -0.050 1.218 -0.006  -0.21
H10 2.606 -0.536 0.868  0.21
C6 2.216 0.066 0.040  -0.64


No. 2
The following is a DFT calculation (the ωB97M-V functional and the def2-TZVPD basis) of C6H10 in the gas phase.

Calculated values
SMILES: CC#CC(C)C
total energy: -234.5507 Ha
HOMO: -9.314 eV
multiplicity: 1

Last column: natural (NBO) charge in e.
Atoms and positions in Å:
H1 -3.165 -0.043 -1.548  0.23
C1 -0.411 -0.653 -0.042  -0.02
H2 2.680 -0.293 1.414  0.21
H3 -0.680 1.535 0.963  0.22
C2 -1.223 -0.647 -0.934  -0.01
H4 2.115 -1.709 0.502  0.21
C3 0.552 -0.253 0.996  -0.29
H5 -2.421 -1.219 -2.635  0.23
C4 -2.212 -0.374 -1.977  -0.68
H6 -1.827 0.446 -2.590  0.23
C5 1.994 -0.628 0.629  -0.59
H7 0.676 1.649 2.100  0.21
H8 2.290 -0.144 -0.309  0.21
H9 0.308 -0.729 1.958  0.22
C6 0.369 1.274 1.122  -0.59
H10 0.953 1.789 0.352  0.21


No. 3
The following is a DFT calculation (the ωB97M-V functional and the def2-TZVPD basis) of C6H10 in the gas phase.

Calculated values
total energy: -234.4377 Ha
HOMO (spin up / spin down): -8.383 / -8.019 eV
multiplicity: 1

Last column: natural (NBO) charge in e.
Atoms and positions in Å:
H1 -2.819 0.720 0.226  0.20
C1 2.221 -0.207 -0.328  -0.42
H2 0.073 0.631 1.348  0.21
C2 1.320 0.803 -0.391  -0.12
H3 2.677 -0.244 -1.328  0.28
C3 -2.316 -0.249 0.326  -0.61
C4 -0.018 0.829 0.273  -0.45
H4 -2.209 -0.461 1.396  0.20
H5 1.478 1.512 -1.201  0.20
H6 -0.466 -1.212 -0.266  0.21
H7 2.967 -1.260 1.345  0.14
C5 2.542 -1.400 0.331  -0.07
H8 -2.968 -1.015 -0.108  0.21
H9 -1.062 -0.038 -1.425  0.20
H10 -0.471 1.820 0.151  0.21
C6 -0.950 -0.229 -0.349  -0.38


No. 4
The following is a DFT calculation (the ωB97M-V functional and the def2-TZVPD basis) of C6H10 in the gas phase.

Calculated values
SMILES: C=C=CCCC
total energy: -234.4924 Ha
HOMO: -9.269 eV
multiplicity: 1

Last column: natural (NBO) charge in e.
Atoms and positions in Å:
H1 1.328 -0.381 0.935  0.22
H2 1.840 -0.189 -0.716  0.22
C1 0.769 1.546 -0.038  -0.62
H3 0.656 -1.819 -1.017  0.21
C2 -1.107 -0.355 1.628  -0.49
H4 0.377 1.822 -1.022  0.21
H5 1.729 2.059 0.096  0.21
H6 0.078 1.962 0.706  0.21
C3 0.175 -0.825 -1.013  -0.38
H7 -2.217 -1.348 -1.518  0.24
H8 0.310 -0.334 -1.984  0.20
H9 -0.719 -1.111 2.301  0.21
C4 -1.618 -0.709 0.471  0.08
H10 -1.137 0.667 1.987  0.21
C5 0.992 0.028 -0.032  -0.41
C6 -1.456 -1.012 -0.783  -0.31


No. 5
The following is a DFT calculation (the ωB97M-V functional and the def2-TZVPD basis) of C6H10 in the gas phase.

Calculated values
SMILES: C#CCCCC
total energy: -234.5468 Ha
HOMO: -9.906 eV
multiplicity: 1

Last column: natural (NBO) charge in e.
Atoms and positions in Å:
C1 0.163 0.120 0.388  -0.38
H1 0.135 -0.129 -1.742  0.20
C2 0.884 0.050 -0.957  -0.39
C3 1.665 1.323 -1.274  -0.60
H2 2.130 1.271 -2.264  0.21
H3 0.890 0.320 1.185  0.20
C4 -1.934 -0.920 1.303  0.00
H4 -0.762 -1.754 -0.215  0.23
H5 1.560 -0.816 -0.967  0.19
H6 -0.029 -1.822 1.370  0.23
H7 1.005 2.200 -1.262  0.20
C5 -0.618 -1.175 0.708  -0.48
H8 -0.527 0.971 0.373  0.21
H9 -3.996 -0.467 2.146  0.24
C6 -3.026 -0.668 1.746  -0.26
H10 2.459 1.494 -0.537  0.20


No. 6
The following is a DFT calculation (the ωB97M-V functional and the def2-TZVPD basis) of 2 unconnected molecules or ions with the total composition C6H10.

Calculated values
SMILES: C[C@@H]1C=C=CC1.[H][H]
total energy: -234.4338 Ha
HOMO (spin up / spin down): -8.446 / -7.709 eV
multiplicity: 1

Last column: natural (NBO) charge in e.
Atoms and positions in Å:
C1 0.958 0.648 -0.861  -0.09
C2 -1.559 -0.253 1.177  -0.60
C3 1.501 -0.498 -0.344  -0.19
H1 -0.986 1.506 -0.675  0.22
H2 1.494 1.586 -1.015  0.20
H3 3.275 0.731 0.469  0.03
C4 -0.535 0.570 -1.034  -0.47
H4 -0.881 0.430 -2.066  0.23
H5 -1.552 -1.364 -0.665  0.22
H6 -2.514 0.250 0.993  0.21
H7 3.337 1.474 0.541  -0.03
C5 0.462 -1.324 -0.030  -0.08
H8 -0.903 0.433 1.725  0.21
H9 -1.745 -1.128 1.808  0.21
H10 0.542 -2.402 0.113  0.20
C6 -0.893 -0.659 -0.137  -0.27


- multiplicity of number 5 (C6H10)?
  1


- Look up the total energy of the third one.
  -234.4377 Ha